Below is a single C2H4N4O molecule at a distorted geometry, with properties calculated with wB97M-V/def2-TZVPD.

CARTESIAN COORDINATES (ANGSTROEM)
H  -0.21382  2.58406  -0.03299
N  -0.82275  1.76838  -0.02236
C  0.02065  0.80829  -0.04919
N  1.45092  0.85304  0.03504
C  1.78502  -0.36271  0.03623
O  0.89618  -1.32926  -0.02078
N  -0.41848  -0.50030  -0.31598
N  -1.47898  -1.15950  0.15849
H  2.78943  -0.76274  0.03679
H  -1.95125  -0.51238  0.83079
H  -2.05693  -1.38688  -0.65605

Summary:
Molar mass = 100.08 g mol⁻¹
Gap between HOMO and LUMO = 10.22 eV
HOMO = -9.335 eV
E_LUMO = 0.883 eV
Strongest force on any atom = 3.5 eV/A